Below is one molecule with the formula C5H8N2O2 in a non-equilibrium geometry, with properties calculated with ωB97M-V with the def2-TZVPD basis set.

Last column: Löwdin charge in e.
Element x y z (Å)
C1 1.481 0.343 -1.335  -0.100
C2 2.815 0.297 -1.054  0.006
C3 1.772 -0.109 0.881  0.068
C4 -0.943 -1.110 0.969  -0.030
C5 -0.672 -0.135 -0.271  -0.399
N1 0.751 0.116 -0.278  -0.026
N2 2.924 -0.065 0.288  -0.285
O1 4.051 -0.272 0.831  -0.097
O2 -1.016 -0.671 -1.517  -0.029
H1 0.921 0.451 -2.355  0.172
H2 3.570 0.428 -1.672  0.072
H3 1.409 -0.248 1.818  0.090
H4 -0.724 -0.440 1.825  0.072
H5 -0.454 -2.113 0.830  0.099
H6 -2.108 -1.225 1.107  0.112
H7 -1.189 0.757 -0.074  0.131
H8 -0.811 -1.654 -1.578  0.143

2S+1 = 1
SMILES = C[C@H](O)n1cc[n+]([O-])c1
HOMO level = -8.19 eV
frontier orbital gap = 8.69 eV


Below is one molecule with the formula C5H8N2O2 in a non-equilibrium geometry, with properties calculated with ωB97M-V with the def2-TZVPD basis set.

Last column: Löwdin charge in e.
Element x y z (Å)
C1 2.678 0.339 0.245  -0.194
C2 1.280 0.556 -0.375  -0.434
C3 -0.523 -1.019 -0.626  -0.156
C4 -1.816 0.842 0.530  -0.099
C5 -2.754 -0.253 0.067  -0.104
H1 2.544 -1.645 -0.029  0.094
H2 2.803 0.938 1.154  0.129
H3 3.429 0.734 -0.470  0.129
H4 -0.877 -1.950 -1.123  0.141
H5 -1.505 1.567 -0.215  0.099
H6 -1.802 1.188 1.593  0.125
H7 -2.996 -0.156 -0.990  0.107
H8 -3.522 -0.708 0.706  0.107
N1 0.668 -0.606 -0.882  0.130
N2 -1.350 -0.523 0.367  -0.069
O1 2.880 -0.982 0.607  -0.071
O2 0.862 1.679 -0.558  0.066

2S+1 = 1
SMILES = O=C(CO)/N=C\N1CC1
HOMO level = -9.45 eV
frontier orbital gap = 10.08 eV


Below is one molecule with the formula C5H8N2O2 in a non-equilibrium geometry, with properties calculated with ωB97M-V with the def2-TZVPD basis set.

Last column: Löwdin charge in e.
Element x y z (Å)
C1 -2.212 1.801 0.100  -0.071
C2 -1.454 -1.565 -0.243  -0.109
C3 0.876 -0.488 0.263  -0.151
C4 2.219 -0.716 -0.074  -0.077
C5 3.053 0.430 -0.114  -0.330
H1 -2.945 1.288 0.918  0.117
H2 -2.664 2.193 -0.917  0.108
H3 -1.616 2.630 0.673  0.099
H4 -1.645 -2.651 -0.219  0.129
H5 0.330 -2.417 -0.011  0.192
H6 0.631 0.668 0.304  0.149
H7 2.679 -1.666 0.047  0.093
H8 2.200 1.159 -0.317  0.102
N1 -2.251 -0.541 -0.207  0.042
N2 -0.073 -1.394 0.232  0.014
O1 -1.405 0.612 -0.289  -0.304
O2 4.278 0.656 -0.146  -0.002

2S+1 = 1
SMILES = CO/N=C\N/C=C/C=O
HOMO level = -8.77 eV
frontier orbital gap = 8.54 eV


Below is one molecule with the formula C5H8N2O2 in a non-equilibrium geometry, with properties calculated with ωB97M-V with the def2-TZVPD basis set.

Last column: Löwdin charge in e.
Element x y z (Å)
C1 -0.886 -0.192 -0.752  -0.055
C2 0.408 0.048 -0.125  -0.269
C3 0.931 1.183 -0.510  0.098
C4 1.335 -0.459 2.277  -0.098
C5 0.940 -0.970 0.925  -0.232
N1 -1.257 0.693 -1.567  0.110
N2 -2.460 0.659 -2.203  -0.470
O1 -2.469 0.375 -3.363  0.090
O2 -3.473 0.871 -1.566  0.074
H1 -1.321 -1.212 -0.774  0.156
H2 1.876 1.313 -0.157  0.051
H3 0.453 1.809 -1.247  0.084
H4 1.327 -1.277 3.000  0.073
H5 0.468 0.271 2.494  0.116
H6 2.312 -0.012 2.224  0.065
H7 0.097 -1.623 1.007  0.086
H8 1.718 -1.476 0.338  0.120

2S+1 = 1
SMILES = C=C(/C=N/[N+](=O)[O-])CC
HOMO level = -9.99 eV
frontier orbital gap = 9.53 eV


Below is a 2-piece molecular cluster, C5H8N2O2S overall in a non-equilibrium geometry, with properties calculated with ωB97M-V with the def2-TZVPD basis set.

Last column: Löwdin charge in e.
Element x y z (Å)
C1 -0.078 1.694 -0.311  -0.218
C2 0.997 1.943 -1.123  -0.612
C3 -0.455 -1.871 -1.927  -0.521
C4 0.448 -0.753 -0.043  -0.249
C5 -1.429 0.342 1.301  0.049
N1 1.038 -1.580 0.779  0.099
N2 -0.094 0.473 0.554  -0.174
O1 -0.991 -0.967 -2.393  0.176
O2 -0.012 -2.868 -1.546  0.144
S1 2.303 0.859 -1.007  0.556
H1 -0.969 2.309 -0.299  0.091
H2 1.176 2.906 -1.540  0.039
H3 -2.102 0.954 0.771  0.076
H4 -1.732 -0.653 1.083  0.080
H5 -1.297 0.365 2.362  0.095
H6 1.192 -1.498 1.728  0.076
H7 1.455 -2.472 0.350  0.158
H8 0.551 0.815 1.259  0.136

2S+1 = 1
HOMO level = -7.04 eV
frontier orbital gap = 7.28 eV


Below is one molecule with the formula C5H8N2O3 in a non-equilibrium geometry, with properties calculated with ωB97M-V with the def2-TZVPD basis set.

Last column: Löwdin charge in e.
Element x y z (Å)
O1 0.202 -0.350 -3.120  -0.028
N1 0.779 -0.752 -1.941  0.050
C1 0.441 -0.045 -0.930  -0.188
C2 1.044 -0.392 0.375  -0.173
C3 1.108 0.582 1.528  -0.050
C4 0.158 -0.568 1.594  -0.333
N2 -1.232 -0.258 1.435  0.051
C5 -0.525 1.119 -1.059  -0.471
O2 -0.140 2.257 -1.170  0.136
H1 0.471 -1.012 -3.764  0.101
H2 1.872 -1.095 0.278  0.142
H3 2.006 0.551 2.145  0.107
H4 0.680 1.572 1.374  0.113
H5 0.434 -1.403 2.247  0.135
H6 -1.637 0.112 2.288  0.091
H7 -1.805 -1.039 1.061  0.103
O3 -1.843 0.835 -1.189  0.106
H8 -2.013 -0.115 -1.153  0.108

2S+1 = 1
SMILES = N[C@@H]1C[C@@H]1/C(=N/O)C(=O)O
HOMO level = -9.34 eV
frontier orbital gap = 9.90 eV


Below is one molecule with the formula C5H8N2O3 in a non-equilibrium geometry, with properties calculated with ωB97M-V with the def2-TZVPD basis set.

Last column: Löwdin charge in e.
Element x y z (Å)
C1 0.880 -0.821 0.343  -0.236
C2 1.718 -0.943 -0.889  -0.190
C3 -0.667 -0.647 0.077  -0.137
C4 1.572 0.355 -1.611  0.006
C5 -1.115 0.648 0.884  -0.083
N1 1.887 1.401 -1.997  -0.128
N2 -2.592 0.563 1.311  -0.414
O1 -2.854 -0.359 2.013  0.081
O2 2.056 2.496 -2.451  0.020
O3 -3.355 1.442 0.875  0.051
H1 1.105 -1.669 1.005  0.123
H2 1.149 0.141 0.769  0.095
H3 2.779 -1.198 -0.593  0.130
H4 1.332 -1.892 -1.569  0.172
H5 -1.035 -0.413 -0.959  0.130
H6 -1.244 -1.421 0.636  0.109
H7 -0.528 0.741 1.867  0.149
H8 -1.087 1.577 0.289  0.124

2S+1 = 1
SMILES = O=[N+]([O-])CCCCC#[N+][O-]
HOMO level = -9.91 eV
frontier orbital gap = 10.16 eV


Below is a 2-piece molecular cluster, C5H8N2O3 overall in a non-equilibrium geometry, with properties calculated with ωB97M-V with the def2-TZVPD basis set.

Last column: Löwdin charge in e.
Element x y z (Å)
C1 2.241 1.377 0.239  -0.443
C2 -0.557 0.073 -0.776  -0.191
C3 -1.346 0.530 0.428  -0.238
C4 2.514 1.364 -0.959  0.107
C5 1.644 -0.885 -0.159  -0.161
N1 0.386 -0.995 -0.579  -0.090
N2 -2.100 -0.622 0.990  -0.031
O1 -0.224 -2.202 -0.243  0.039
O2 1.579 1.689 1.223  -0.012
O3 2.531 -1.399 0.424  0.202
H1 -1.219 -0.203 -1.700  0.166
H2 0.002 0.955 -1.076  0.102
H3 -0.517 0.821 1.215  0.143
H4 -2.127 1.266 -0.082  0.154
H5 3.293 1.437 -1.603  0.001
H6 -2.628 -0.332 1.822  0.086
H7 -2.777 -0.808 0.247  0.081
H8 -0.696 -2.066 0.589  0.085

2S+1 = 1
HOMO level (spin up / spin down) = -8.50 / -8.50 eV
frontier orbital gap (spin up / spin down) = 7.87 / 7.87 eV


Below is one molecule with the formula C5H8N2O3S in a non-equilibrium geometry, with properties calculated with ωB97M-V with the def2-TZVPD basis set.

Last column: Löwdin charge in e.
Element x y z (Å)
C1 -1.280 -1.535 -0.665  -0.201
C2 1.477 -0.155 0.635  -0.028
C3 -1.556 -0.111 -0.794  -0.218
C4 0.008 -0.800 0.959  -0.202
C5 -0.557 0.451 0.314  -0.204
N1 -0.448 -1.990 0.169  0.112
N2 0.799 0.840 -0.274  0.075
O1 -3.025 -0.240 1.427  -0.304
O2 -3.246 1.663 -0.062  -0.366
O3 -4.248 -0.616 -0.580  -0.306
S1 -3.271 0.193 0.103  0.431
H1 -1.955 -2.241 -1.191  0.138
H2 1.930 0.297 1.553  0.138
H3 2.218 -0.705 0.113  0.101
H4 -2.021 0.495 -1.560  0.110
H5 -0.145 -0.968 1.966  0.115
H6 -1.276 1.254 0.758  0.163
H7 1.161 1.901 -0.130  0.237
H8 0.886 0.604 -1.324  0.207

2S+1 = 1
SMILES = O=S(=O)([O-])[C@@H]1C=N[C@H]2C[NH2+][C@H]21
HOMO level = -9.15 eV
frontier orbital gap = 8.39 eV


Below is one molecule with the formula C5H8N2S in a non-equilibrium geometry, with properties calculated with ωB97M-V with the def2-TZVPD basis set.

Last column: Löwdin charge in e.
Element x y z (Å)
C1 0.811 0.682 -0.017  -0.507
C2 -0.064 0.218 1.230  -0.132
C3 0.966 -0.875 -0.241  -0.208
C4 -0.564 -1.191 -0.593  -0.251
C5 -1.268 -0.558 0.500  -0.261
H1 0.969 2.930 -0.826  -0.172
H2 1.793 1.108 0.275  0.091
H3 -0.111 0.681 2.157  0.107
H4 1.638 -0.541 1.616  0.085
H5 1.775 -1.421 -0.733  0.139
H6 -0.946 -1.274 -1.567  0.123
H7 -0.610 -2.344 1.004  0.082
H8 -2.148 0.073 0.243  0.143
N1 0.876 -1.043 1.210  -0.006
N2 -1.265 -1.950 0.371  0.075
S1 0.068 2.005 -1.157  0.692

2S+1 = 1
SMILES = S[C@@H]1[C@H]2N[C@@H]1[C@@H]1N[C@@H]12
HOMO level = -9.33 eV
frontier orbital gap = 10.01 eV


Sequential energy relative to the best compared isomer or geometry (same formula, charge and spin) output: 5.050 2.994 6.853 6.592 4.893 2.715 6.740 6.866 4.002 3.917 eV